# 1
Molecular formula: C41H37F2N2Tl
Method: DFT, wB97M-V/def2-TZVPD

Positions of all 83 atoms, in Å:
Tl  0.3597  -0.1948  -0.2157
C  -2.5354  3.0518  1.2419
C  -2.0066  2.0430  2.2215
C  -0.8306  2.3393  2.9183
C  -0.1722  3.6695  2.6762
C  -0.2361  1.3853  3.7460
C  1.0145  1.7387  4.5150
C  -0.7852  0.1026  3.8179
C  -0.0375  -1.0375  4.4643
C  -2.0160  -0.1565  3.2141
C  -2.6476  -1.5182  3.3332
C  -2.6390  0.8170  2.4290
C  -3.9600  0.4750  1.7926
H  -3.1193  3.8296  1.7393
H  -3.1500  2.5889  0.4793
H  -1.7129  3.5240  0.7163
H  -0.8959  4.4818  2.7226
H  0.2719  3.6624  1.6809
H  0.6209  3.8800  3.3843
H  1.8741  1.7666  3.8452
H  1.2138  1.0266  5.3115
H  0.9160  2.7187  4.9816
H  -0.4276  -1.2785  5.4586
H  1.0216  -0.8149  4.5538
H  -0.1238  -1.9176  3.8304
H  -3.7323  -1.4476  3.3715
H  -2.3165  -2.0435  4.2253
H  -2.3752  -2.1118  2.4596
H  -3.8681  -0.4456  1.2188
H  -4.3071  1.2538  1.1243
H  -4.7251  0.3316  2.5605
F  2.1387  0.2349  -5.7658
C  2.5392  0.3182  -4.4498
C  1.6644  0.0317  -3.4284
C  2.0612  0.0424  -2.0827
C  3.4333  0.3345  -1.8396
C  4.2596  0.7186  -2.8985
F  5.5530  1.1812  -2.6953
C  3.8452  0.7126  -4.2115
C  3.9646  0.1716  -0.4897
C  5.3090  -0.1705  -0.2491
C  5.7561  -0.3289  1.0448
C  4.8565  -0.1668  2.0964
C  3.5404  0.1132  1.7672
N  3.1065  0.2863  0.5357
H  0.6416  -0.2212  -3.6661
H  4.5104  1.0097  -5.0080
H  5.9998  -0.3208  -1.0636
H  6.7917  -0.5869  1.2442
H  5.1711  -0.2672  3.1269
H  2.7905  0.1973  2.5463
C  -3.6183  -2.4395  -2.0359
C  -3.2076  -3.6985  -2.4638
C  -1.9005  -4.0844  -2.2605
C  -1.0096  -3.2137  -1.6012
N  -1.4225  -2.0000  -1.2226
C  -2.6651  -1.6266  -1.4411
C  0.3651  -3.5670  -1.2534
C  0.8851  -4.8256  -1.5762
C  2.1565  -5.1883  -1.1872
C  2.9153  -4.2941  -0.4478
C  2.4043  -3.0445  -0.1473
C  1.1390  -2.6123  -0.5533
H  -4.6356  -2.0955  -2.1722
H  -3.9062  -4.3706  -2.9501
H  -1.5746  -5.0541  -2.6094
H  -2.8912  -0.6105  -1.1437
H  0.2963  -5.5459  -2.1335
H  2.5461  -6.1686  -1.4454
H  3.9055  -4.5796  -0.1081
H  3.0318  -2.3754  0.4257
C  -1.1640  0.8496  -1.8682
C  -1.7615  1.9500  -2.3583
C  -2.8787  1.7553  -3.2667
C  -3.5017  2.8061  -3.8744
C  -3.1219  4.1294  -3.6335
C  -2.0762  4.3574  -2.7352
C  -1.4230  3.3313  -2.1154
H  -3.1974  0.7375  -3.4707
H  -4.3238  2.6060  -4.5613
H  -3.6134  4.9515  -4.1404
H  -1.7558  5.3804  -2.5436
H  -0.6019  3.5303  -1.4365

Properties
LUMO level (alpha / beta)	4.397 / 4.399	eV
charge	-2
multiplicity	1
M	800.140	g mol⁻¹
HOMO (alpha / beta)	0.3 / 0.5	eV

# 2
Molecular formula: C2H9BNO2
Method: DFT, wB97M-V/def2-TZVPD

Positions of all 15 atoms, in Å:
B  0.0203  0.4034  -1.6719
C  0.0090  -0.2810  2.2112
C  -0.5962  0.1661  -0.1460
N  0.4026  -0.4950  0.7901
O  -0.8746  0.8629  -2.4798
O  1.3367  0.3022  -1.5601
H  0.4539  0.5820  2.7062
H  -1.0575  -0.1998  2.0933
H  0.1918  -1.2553  2.7770
H  -1.7112  -0.5726  -0.4916
H  -1.1192  0.8840  0.4193
H  1.2550  -0.0722  0.4715
H  0.5262  -1.5919  0.5994
H  -0.6650  0.9935  -3.4033
H  1.8282  0.2738  -2.3155

Properties
LUMO level	-3.462	eV
charge	+1
multiplicity	1
M	89.911	g mol⁻¹
HOMO	-15.6	eV

# 3
Molecular formula: C8H30O8
Method: DFT, wB97M-V/def2-TZVPD

Positions of all 46 atoms, in Å:
C  0.0359  -1.9724  -0.0989
C  1.1547  -1.3241  0.3097
C  2.3122  -0.8574  -0.5046
C  2.5223  -1.4604  -1.8615
C  1.2573  -0.9560  1.7777
C  2.5505  -1.2753  2.5645
C  0.3415  -0.2299  2.4370
C  -0.9008  0.3589  1.8827
H  -0.4175  -2.1217  -1.0872
H  -0.7429  -2.3633  0.5175
H  2.1245  0.2533  -0.5955
H  3.3312  -1.0647  0.1519
H  3.4998  -1.9435  -2.1327
H  2.7294  -0.6779  -2.6535
H  1.5946  -1.9618  -2.2804
H  3.0981  -2.0110  1.9065
H  3.0231  -0.4780  3.1285
H  2.3359  -2.0446  3.3428
H  0.7728  0.1929  3.3536
H  -1.7227  0.1494  2.5326
H  -1.0693  -0.0409  0.8381
H  -0.6900  1.4877  1.8948
O  -2.7847  1.6942  -1.4464
H  -2.7305  1.7023  -0.4330
H  -3.3447  2.4898  -1.4716
O  2.1449  3.8158  -0.0472
H  1.3433  3.5976  -0.6189
H  2.0555  3.2445  0.7446
O  -1.3710  3.9189  -0.6808
H  -0.5615  3.6769  -1.1255
H  -1.0582  4.0162  0.2456
O  -0.0579  0.1961  -3.4559
H  -1.0080  0.3709  -3.4020
H  -0.0260  -0.7621  -3.3609
O  1.3588  -3.9324  1.5352
H  0.7780  -3.7493  2.2683
H  0.8437  -3.7765  0.7592
O  -3.8200  0.8809  1.2040
H  -4.0264  0.3432  1.9682
H  -4.4296  1.5724  0.9675
O  -2.5888  -1.5288  -2.3154
H  -2.9686  -0.6581  -2.0747
H  -3.3204  -2.0236  -1.9101
O  -0.1855  1.6820  -0.8477
H  -0.8228  1.9499  -0.2029
H  -0.5604  1.6198  -1.7231

Properties
LUMO level	-0.159	eV
charge	0
multiplicity	1
M	254.320	g mol⁻¹
SMILES	C=C(CC)/C(C)=C\C.O.O.O.O.O.O.O.O
HOMO	-8.6	eV

# 4
Molecular formula: C4H10N4
Method: DFT, wB97M-V/def2-TZVPD

Positions of all 18 atoms, in Å:
C  0.8508  -0.8363  -0.3186
C  -0.1109  -0.8345  0.6786
C  -2.2848  1.5175  0.9938
C  2.2675  -0.4005  -0.0563
N  -1.4951  0.7415  0.0500
N  0.7049  -1.6872  -1.4286
N  -0.7611  1.3497  -0.7840
N  0.2709  1.1638  -1.2917
H  -0.2570  -1.8916  -1.6620
H  1.1948  -1.3548  -2.2479
H  0.1433  -0.4291  1.6472
H  -0.9134  -1.5584  0.6644
H  -1.6660  2.1820  1.6081
H  -2.7905  0.7995  1.6386
H  -3.0485  2.1123  0.4853
H  2.7033  0.0735  -0.9383
H  2.8852  -1.2663  0.2005
H  2.3066  0.3188  0.7607

Properties
LUMO level (alpha / beta)	0.628 / 0.629	eV
charge	0
multiplicity	1
M	114.152	g mol⁻¹
HOMO (alpha / beta)	-7.7 / -7.7	eV

# 5
Molecular formula: C22H30BF4N3PtS2Si3
Method: DFT, wB97M-V/def2-TZVPD

Positions of all 66 atoms, in Å:
Pt  0.3018  0.1046  0.5207
S  2.6318  0.2307  0.5050
C  2.9497  1.4484  1.6957
C  4.2590  1.8757  1.9318
C  4.5482  2.8676  2.8574
C  5.9078  3.2797  3.0518
N  7.0014  3.6097  3.1946
C  3.5019  3.4580  3.5900
C  2.1996  3.0284  3.3725
C  1.9058  2.0301  2.4458
S  0.2540  1.5051  2.2651
C  3.7582  4.4928  4.5468
N  3.9517  5.3193  5.3248
H  5.0657  1.4224  1.3702
H  1.3908  3.4806  3.9331
C  -1.3087  0.9796  -2.6623
Si  -1.5988  -0.4114  -1.4281
C  -2.9447  -1.4699  -2.1962
C  0.0280  -1.4126  -1.3982
C  -1.8421  0.0938  0.3414
Si  -2.4375  -1.3169  1.4136
C  -4.3169  -1.5453  1.2895
C  -1.6758  -2.9745  0.9741
C  -2.0527  -1.0844  3.2446
Si  -2.7847  1.6542  0.5511
C  -4.3621  1.6747  -0.4983
C  -3.3694  2.0157  2.3126
C  -1.8897  3.2705  0.0461
C  -2.5140  4.4984  0.2958
C  -1.8718  5.6852  -0.0129
C  -0.6070  5.6273  -0.5745
C  -0.0616  4.3742  -0.8121
N  -0.6747  3.2337  -0.5198
H  -1.1617  0.5229  -3.6466
H  -0.4265  1.5600  -2.3961
H  -2.1533  1.6688  -2.7400
H  -2.6336  -1.7821  -3.1974
H  -3.8703  -0.8922  -2.2899
H  -3.1537  -2.3869  -1.6470
H  0.6571  -1.1546  -2.2485
H  -0.2430  -2.4723  -1.4318
H  0.7381  -1.4734  -0.5161
H  -4.6176  -1.7054  0.2513
H  -4.8724  -0.6857  1.6738
H  -4.6252  -2.4238  1.8641
H  -1.8890  -3.3384  -0.0321
H  -2.0629  -3.7263  1.6700
H  -0.5904  -2.9536  1.0967
H  -2.4230  -0.1492  3.6633
H  -0.9738  -1.1158  3.4082
H  -2.5095  -1.9118  3.7982
H  -5.0133  0.8380  -0.2361
H  -4.1315  1.5967  -1.5631
H  -4.9205  2.6032  -0.3445
H  -4.0108  1.2190  2.6936
H  -3.9443  2.9454  2.3429
H  -2.5151  2.1193  2.9838
H  -3.5008  4.5201  0.7432
H  -2.3463  6.6389  0.1888
H  -0.0536  6.5242  -0.8222
H  0.9259  4.2801  -1.2553
F  -0.0463  -4.9823  -1.7601
B  -1.2010  -5.5565  -2.3307
F  -2.2784  -4.6481  -2.1973
F  -1.5153  -6.7605  -1.6714
F  -0.9771  -5.8170  -3.6985

Properties
LUMO level	4.041	eV
charge	-2
multiplicity	1
M	766.777	g mol⁻¹
HOMO	-2.7	eV

# 6
Molecular formula: H8O4
Method: DFT, wB97M-V/def2-TZVPD

Positions of all 12 atoms, in Å:
O  -0.4733  4.2504  0.7739
H  -0.3911  4.8022  -0.0039
H  0.2617  3.6402  0.7141
O  0.1365  0.1849  -0.5708
H  -0.2812  1.0424  -0.6505
H  1.0699  0.3795  -0.4865
O  -1.2343  -2.2508  -0.6806
H  -0.9487  -1.3406  -0.6020
H  -1.5091  -2.4933  0.2036
O  1.4158  -2.9607  0.3019
H  0.7235  -2.5392  -0.2074
H  1.2303  -2.7150  1.2083

Properties
LUMO level (alpha / beta)	-4.360 / -11.935	eV
charge	+1
multiplicity	2
M	72.060	g mol⁻¹
⟨S²⟩	0.76
HOMO (alpha / beta)	-14.3 / -14.3	eV

# 7
Molecular formula: C6H11O
Method: DFT, wB97M-V/def2-TZVPD

Positions of all 18 atoms, in Å:
C  -2.7334  -1.8054  1.0752
C  -2.0299  -0.8873  0.0808
C  -0.8925  -0.2711  0.4673
C  -0.4367  0.8938  -0.2342
C  0.9342  0.6816  -0.9539
C  2.0588  0.7769  0.0995
O  3.2064  0.7289  -0.5686
H  -3.2467  -2.6265  0.5861
H  -3.4844  -1.2121  1.5718
H  -2.0360  -2.4641  1.7638
H  -2.2606  -0.7761  -1.0458
H  -0.0893  -0.9246  0.8010
H  -0.4370  1.7220  0.4418
H  -1.0769  1.2543  -0.9506
H  1.2008  1.4084  -1.7406
H  0.7187  -0.2592  -1.6645
H  1.7112  1.7645  0.6000
H  1.9465  -0.0489  0.9779

Properties
LUMO level	3.561	eV
charge	-1
multiplicity	1
M	99.153	g mol⁻¹
SMILES	C/C=C/CCC[O-]
HOMO	-2.2	eV

# 8
Molecular formula: C4H8N
Method: DFT, wB97M-V/def2-TZVPD

Positions of all 13 atoms, in Å:
C  -0.7419  -1.2846  0.1243
C  0.1245  -0.1144  0.0349
N  -0.6705  1.1856  -0.4382
C  1.2623  0.1939  0.9155
C  1.4951  -0.0695  -0.3770
H  -1.7732  -1.0743  -0.0977
H  -0.8892  -1.6121  1.2352
H  -0.3300  -2.2022  -0.3772
H  0.0877  1.8342  -0.9350
H  -1.2161  1.6678  0.2427
H  -1.3754  0.8090  -1.0861
H  1.7177  0.3875  1.8843
H  2.3088  0.2791  -1.1258

Properties
LUMO level	-3.617	eV
charge	+1
multiplicity	1
M	70.115	g mol⁻¹
SMILES	CC1([NH3+])C=C1
HOMO	-15.0	eV

# 9
Molecular formula: C40H33AsClF6N5PS3V
Method: DFT, wB97M-V/def2-TZVPD

Positions of all 91 atoms, in Å:
V  1.1104  -0.6394  -1.9328
Cl  -4.8115  -1.6206  1.6977
C  -4.4851  -0.9296  3.2625
C  -5.5886  -0.5760  4.0342
C  -5.3986  -0.0150  5.2824
C  -4.1075  0.1924  5.7569
C  -3.0279  -0.1678  4.9740
C  -3.1832  -0.7393  3.7075
P  -1.7212  -1.1963  2.6521
C  -0.8948  0.4427  2.6179
C  -1.0554  1.1668  1.4403
C  -0.4831  2.4201  1.3206
C  0.2737  2.9570  2.3461
C  0.4669  2.2219  3.5067
C  -0.1100  0.9692  3.6402
C  -0.7338  -2.1353  3.8814
C  0.6568  -2.1112  3.8107
C  1.4194  -2.9261  4.6354
C  0.8050  -3.7872  5.5323
C  -0.5807  -3.8357  5.5953
C  -1.3436  -3.0191  4.7742
H  -6.5817  -0.7442  3.6414
H  -6.2568  0.2614  5.8821
H  -3.9459  0.6345  6.7316
H  -2.0257  -0.0103  5.3496
H  -1.5988  0.7749  0.5896
H  0.3744  3.5676  -0.0939
H  0.7574  3.9172  2.2103
H  1.0940  2.6166  4.2953
H  0.0810  0.3891  4.5345
H  1.1587  -1.4646  3.1000
H  2.4980  -2.8877  4.5535
H  1.4020  -4.4262  6.1714
H  -1.0724  -4.5130  6.2836
H  -2.4238  -3.0710  4.8338
S  3.8622  0.1477  -1.0914
C  4.5284  -1.2128  -2.0043
C  5.6662  -1.9048  -1.5947
C  6.2224  -2.8956  -2.3925
C  7.3975  -3.5876  -1.9529
N  8.3427  -4.1439  -1.6044
C  5.6376  -3.1865  -3.6369
C  4.5152  -2.4890  -4.0457
C  3.9379  -1.4924  -3.2516
S  2.5387  -0.6463  -3.8821
C  6.1930  -4.1899  -4.4999
N  6.6273  -4.9856  -5.2088
H  6.1206  -1.6640  -0.6458
H  4.0582  -2.7191  -4.9985
F  1.2441  -2.1089  -0.9005
As  4.1374  -0.3497  1.1645
F  2.3959  -0.3798  1.3534
F  4.1544  -2.0804  0.8975
F  4.3096  -0.6131  2.8747
F  5.9017  -0.3147  1.0409
F  4.1287  1.3859  1.4457
C  -2.5807  2.5530  -5.0366
N  -1.5457  1.8539  -4.3084
C  -0.5971  2.7029  -3.6706
C  -2.0445  0.7093  -3.5206
C  -1.5404  -0.6626  -3.9069
C  -2.2288  -1.3479  -4.9098
C  -1.9413  -2.6686  -5.2090
C  -0.9808  -3.3260  -4.4502
C  -0.2983  -2.6371  -3.4602
C  -0.5096  -1.2749  -3.1761
H  -2.1373  3.3103  -5.6861
H  -3.3263  3.0532  -4.3901
H  -3.1206  1.8469  -5.6687
H  -0.4513  3.5911  -4.2822
H  0.3594  2.2128  -3.5140
H  -2.0523  3.1973  -2.3078
H  -3.1380  0.7156  -3.6051
H  -1.8190  0.8675  -2.4634
H  -3.0217  -0.8354  -5.4493
H  -2.4835  -3.1870  -5.9921
H  -0.7697  -4.3760  -4.6224
H  0.4351  -3.1860  -2.8772
C  -2.2855  4.6386  1.3462
C  -1.4681  4.3566  0.1305
C  -1.2737  5.1596  -0.9586
C  -0.6432  4.6471  -2.0908
N  -1.0288  3.2232  -2.3025
C  -0.7388  2.2158  -1.1416
S  0.9421  1.5788  -1.2767
N  -0.5762  3.1783  0.0631
H  -2.8697  5.5378  1.1418
H  -1.7075  4.8171  2.2610
H  -2.9993  3.8419  1.5785
H  -1.6052  6.1970  -0.9237
H  -0.5407  5.2104  -3.0054

Properties
LUMO level (alpha / beta)	3.600 / 3.600	eV
charge	-2
multiplicity	3
M	986.221	g mol⁻¹
⟨S²⟩	2.02
HOMO (alpha / beta)	-2.3 / -2.3	eV

# 10
Molecular formula: C2H10N3
Method: DFT, wB97M-V/def2-TZVPD

Positions of all 15 atoms, in Å:
C  0.1530  -1.0102  0.9678
C  -0.5590  -1.2973  -0.1276
N  -1.0635  -2.4982  -0.5115
N  0.7160  0.3302  1.1114
H  0.4329  -1.6994  1.7495
H  -0.7877  -0.5010  -0.8306
H  -1.2615  -2.6090  -1.4834
H  -0.6995  -3.3268  -0.0797
H  1.7318  0.3302  0.9769
H  0.5200  0.7874  2.0083
H  0.3409  0.9930  0.3783
N  0.1750  2.4372  -0.8197
H  0.8565  3.1824  -0.8903
H  0.1717  1.9859  -1.7265
H  -0.7265  2.8955  -0.7228

Properties
LUMO level	-3.062	eV
charge	+1
multiplicity	1
M	76.123	g mol⁻¹
HOMO	-12.9	eV

# 11
Molecular formula: C13H25IN3O6P
Method: DFT, wB97M-V/def2-TZVPD

Positions of all 49 atoms, in Å:
C  4.6477  2.1494  2.6915
O  5.3212  1.4984  1.6397
C  4.5017  0.6030  0.8894
C  3.6103  1.3332  -0.1088
C  2.8867  0.4055  -1.0964
C  2.3827  -0.9237  -0.5113
C  1.3095  -1.5573  -1.4091
C  -0.1283  -1.1620  -1.1248
C  -0.6819  -1.6399  0.2126
C  -2.0623  -1.0803  0.4481
C  -3.0950  -1.8474  1.2506
N  -4.1804  -0.8330  1.3938
C  -3.4941  0.3791  1.3960
N  -4.1445  1.5304  1.4976
C  -3.5926  2.8742  1.3525
C  -4.0512  3.5791  0.1143
O  -3.8430  3.2204  -1.0200
I  -5.5923  5.1274  0.5390
N  -2.1456  0.2225  1.2085
H  4.3370  3.1626  2.4033
H  3.7474  1.5983  2.9909
H  5.3283  2.2194  3.5459
H  3.9080  -0.0075  1.5811
H  5.1912  -0.0669  0.3670
H  2.8596  1.9071  0.4508
H  4.2618  2.0398  -0.6360
H  2.0297  0.9381  -1.5238
H  3.5488  0.1830  -1.9416
H  2.0093  -0.7515  0.5091
H  3.2294  -1.6172  -0.4275
H  1.3367  -2.6510  -1.4462
H  1.4866  -1.2398  -2.4443
H  -0.7534  -1.6169  -1.9116
H  -0.2714  -0.0666  -1.2053
H  -0.0359  -1.3405  1.0537
H  -0.7286  -2.7352  0.2128
H  -2.5366  -0.9044  -0.5309
H  -3.4183  -2.7766  0.7885
H  -2.7308  -2.0112  2.2708
H  -4.8665  -0.8881  0.6381
H  -5.1491  1.4750  1.5993
H  -3.8362  3.4520  2.2485
H  -2.4995  2.7983  1.2680
H  -1.7195  0.9855  0.6788
O  -1.6876  -2.5391  -3.2945
P  -0.4732  -3.2106  -3.9974
O  0.3954  -3.9365  -2.9421
O  0.3579  -2.0657  -4.6195
O  -0.9690  -4.2130  -5.0490

Properties
LUMO level	3.001	eV
charge	-2
multiplicity	1
M	477.236	g mol⁻¹
HOMO	1.3	eV

# 12
Molecular formula: C4H8N2OS
Method: DFT, wB97M-V/def2-TZVPD

Positions of all 16 atoms, in Å:
C  -2.2096  0.3293  -0.3814
C  -1.1532  1.4269  -0.4942
C  0.8776  0.0214  0.0850
C  0.6673  -1.2783  -0.5600
H  -1.7232  -0.9046  -0.9020
H  -2.3014  -0.0029  0.8778
H  -3.2684  0.8885  -0.9741
H  0.5822  2.0093  -0.0303
H  0.5954  -1.1871  -1.7206
H  1.6620  -1.7519  -0.8226
H  0.1266  -2.1480  -0.2103
H  3.2912  -0.1822  2.7143
N  0.1366  1.1865  -0.2040
N  1.5711  0.1599  1.2455
O  -1.4983  2.5245  -0.6418
S  2.6440  -1.0912  2.0185

Properties
LUMO level	0.566	eV
charge	0
multiplicity	1
M	132.188	g mol⁻¹
HOMO	-8.9	eV

> multiplicity of number 5 (C22H30BF4N3PtS2Si3)?

1

> The highest M belongs to which entry?

C40H33AsClF6N5PS3V

> The lowest M belongs to which entry?

C4H8N